Entry 1:
{
  "formula": "C3H5N2S",
  "method": "ωB97M-V/def2-TZVPD",
  "symbols": ["C", "C", "C", "N", "N", "S", "H", "H", "H", "H", "H"],
  "coordinates": [[-2.27, 2.51, -0.36], [-0.31, -1.04, 0.24], [2.28, -0.96, 0.01], [-1.93, 1.40, -0.26], [0.87, -1.09, 0.12], [-1.88, -1.45, 0.21], [-2.55, 3.47, -0.51], [-2.08, -0.09, 0.40], [2.48, -0.10, 0.46], [2.70, -1.69, 0.62], [2.69, -0.97, -0.94]],
  "lowdin_charge": [0.099, -0.473, 0.021, 0.057, 0.115, 0.981, 0.057, -0.129, 0.068, 0.101, 0.103],
  "homo_lumo_gap_ha": 0.391,
  "e_above_lowest_kj_mol": 223.9,
  "fmax_ev_per_a": 5.40,
  "homo_ev": -14.89,
  "e_tot_ha": -624.6629,
  "charge": 1
}



Entry 2:
{
  "formula": "C3H5N2S2",
  "method": "ωB97M-V/def2-TZVPD",
  "symbols": ["C", "C", "C", "N", "N", "S", "S", "H", "H", "H", "H", "H"],
  "coordinates": [[-0.21, 1.11, -0.06], [1.07, 1.63, 0.17], [-0.70, -0.15, 0.10], [0.72, -1.26, 0.82], [-1.67, -0.87, -0.35], [2.54, 0.79, -0.06], [1.95, -1.10, -0.38], [-1.11, 1.65, -0.36], [1.21, 2.75, 0.41], [0.31, -2.15, 0.69], [-2.14, -0.74, -1.28], [-1.96, -1.66, 0.30]],
  "lowdin_charge": [-0.162, -0.407, -0.221, -0.309, 0.153, 0.714, 0.613, 0.144, 0.131, -0.008, 0.176, 0.177],
  "homo_lumo_gap_ha": [0.272, 0.272],
  "e_above_lowest_kj_mol": 307.2,
  "fmax_ev_per_a": 5.39,
  "homo_ev": [-13.33, -13.33],
  "e_tot_ha": -1022.8229,
  "charge": 1
}